Model P:
Computed, not measured: 2 unconnected molecules or ions with the total composition C2H2BrN, with ωB97M-V/def2-TZVPD.

```
! wB97M-V def2-TZVPD RIJCOSX def2/J DEFGRID3
* xyz 0 1
C -1.7047 -0.4668 0.0671
C 1.7554 1.0058 -0.2697
N -1.2349 0.5456 0.3014
Br 2.3725 -0.6577 -0.4336
H -1.9989 -1.4782 0.1103
H 0.8105 1.0515 0.2244
*
```

Computed properties:
- HOMO-LUMO gap (alpha / beta): 7.95 / 7.96 eV
- LUMO energy (alpha / beta): -0.56 / -0.55 eV
- HOMO (alpha / beta): -0.313 / -0.313 hartree

***

Model Q:
Computed, not measured: a single C2H2BrN molecule, with ωB97M-V/def2-TZVPD.

```
! wB97M-V def2-TZVPD RIJCOSX def2/J DEFGRID3
* xyz 0 1
C -0.7521 0.0372 0.2272
C 0.7436 0.0652 0.1079
N 0.0112 -1.2708 -0.1142
Br -2.4156 0.5448 -0.2139
H 1.0810 0.3954 -0.9376
H 1.3319 0.2283 0.9306
*
```

Computed properties:
- HOMO-LUMO gap (alpha / beta): 9.20 / 8.71 eV
- LUMO energy (alpha / beta): -0.54 / -0.48 eV
- HOMO (alpha / beta): -0.358 / -0.338 hartree

***

Here is how they stack up, most stable first: model Q, model P.

***

Model P:
Computed, not measured: a molecular structure, C28H31As2BrF6N4O11SSe3SnTe, with ωB97M-V/def2-TZVPD.

```
! wB97M-V def2-TZVPD RIJCOSX def2/J DEFGRID3
* xyz -2 1
Sn 0.6490 1.1333 1.6660
Br 3.5889 2.6575 3.7033
C 2.0188 3.7156 3.7211
C 1.8683 4.6779 4.7100
C 0.6952 5.4122 4.7074
C -0.2547 5.1737 3.7280
C 0.0049 4.1970 2.7818
N 1.1240 3.4690 2.7896
C -1.0215 3.8865 1.6988
O -2.0173 4.6040 1.6316
O -0.7608 2.8771 0.9663
H 2.6339 4.8149 5.4585
H 0.5207 6.1577 5.4738
H -1.1825 5.7218 3.6634
Se 3.4537 -0.0257 1.6726
Se 5.4653 -1.0933 1.7338
Te 3.1449 -3.4819 -0.4409
Se 1.8741 -1.4144 0.1551
C -4.2793 -1.4160 -1.7468
O -2.8544 -1.4440 -1.7893
C -2.2182 -0.2736 -2.0139
O -2.7480 0.8020 -1.8760
C -0.7944 -0.4604 -2.4119
C -0.4193 -1.5674 -3.0493
As 1.3862 -2.0774 -3.6333
C 0.9580 -1.9900 -5.5677
C 2.3024 -0.3577 -3.5511
C 1.9870 0.7078 -2.8141
As 0.2797 1.0973 -1.9000
C -0.3762 2.3177 -3.3152
C 2.9296 1.8844 -2.6509
O 2.5671 2.9935 -2.9703
O 4.1173 1.7283 -2.0852
C 4.6162 0.4934 -1.5207
C 3.5760 -0.3798 -4.3261
O 4.0904 0.5667 -4.8656
O 4.0658 -1.6317 -4.4099
C 5.2995 -1.7744 -5.1063
C -1.3759 -2.6665 -3.4193
O -2.0801 -2.6118 -4.3991
O -1.3279 -3.7864 -2.6909
C -0.5828 -3.8017 -1.4468
H -4.5916 -2.1474 -1.0050
H -4.6548 -1.6991 -2.7313
H -4.6349 -0.4254 -1.4742
H 0.2918 -2.8121 -5.8236
H 1.8961 -2.1080 -6.1106
H 0.4870 -1.0454 -5.8327
H -0.5317 1.7720 -4.2446
H 0.3858 3.0817 -3.4382
H -1.3107 2.7409 -2.9578
H 5.1295 0.7554 -0.6009
H 5.3264 0.0629 -2.2273
H 3.8213 -0.2104 -1.2871
H 5.4017 -2.8346 -5.3202
H 6.1206 -1.4430 -4.4701
H 5.2962 -1.1873 -6.0235
H -0.9597 -4.6656 -0.9046
H -0.7543 -2.8943 -0.8685
H 0.4850 -3.9227 -1.6243
C -3.7428 -4.1612 -0.1297
C -2.8366 -3.6176 0.9712
C -2.7004 -2.1317 0.9502
N -1.5892 -1.5307 0.7543
N -1.6685 -0.1653 0.7828
C -2.8862 0.2645 1.0043
N -3.2298 1.5596 1.1057
S -4.0355 -1.0278 1.2103
H -3.7485 -5.2521 -0.1216
H -3.3930 -3.8352 -1.1108
H -4.7751 -3.8235 -0.0083
H -1.8221 -4.0050 0.8654
H -3.1953 -3.9289 1.9563
H -2.5161 2.2357 0.8206
H -4.1894 1.8121 0.9553
C -2.2260 0.8599 4.7044
C -0.7012 0.7192 4.6635
O -0.1775 1.2870 3.5425
C -0.1017 1.4850 5.8687
F -0.4960 0.9921 7.0660
F 1.2326 1.4958 5.8630
F -0.5094 2.7718 5.8377
C -0.3335 -0.7786 4.7504
F 0.9791 -0.9870 4.7202
F -0.8767 -1.4368 3.7118
F -0.8175 -1.3638 5.8716
H -2.4693 1.9110 4.5634
H -2.6546 0.5019 5.6410
H -2.6473 0.2967 3.8740
*
```

Computed properties:
- HOMO-LUMO gap: 4.06 eV
- LUMO energy: 3.43 eV
- HOMO: -0.023 hartree

***

Model Q:
Computed, not measured: a molecular structure, C28H31As2BrF6N4O11SSe3SnTe, with ωB97M-V/def2-TZVPD.

```
! wB97M-V def2-TZVPD RIJCOSX def2/J DEFGRID3
* xyz -2 1
Sn 1.9608 1.9329 0.0483
Br 4.4412 -0.9873 1.0519
C 4.3137 -0.8141 -0.8273
C 5.2106 -1.4624 -1.6633
C 5.0528 -1.2790 -3.0285
C 4.0278 -0.4740 -3.5007
C 3.1881 0.1243 -2.5765
N 3.3345 -0.0555 -1.2633
C 2.0265 1.0079 -3.0182
O 1.8432 1.1581 -4.2209
O 1.3281 1.5082 -2.0716
H 5.9939 -2.0806 -1.2502
H 5.7304 -1.7667 -3.7187
H 3.8517 -0.2995 -4.5517
Se 4.2883 3.0131 -0.6476
Se 4.6686 4.1899 1.3915
Te 2.8067 3.6998 3.0427
Se 3.4764 1.7168 4.3501
C -0.9211 -0.4787 -4.9923
O -1.2715 -0.8633 -3.6502
C -0.3888 -1.6587 -3.0327
O 0.6531 -2.0104 -3.5255
C -0.8342 -2.0123 -1.6471
C -2.1066 -2.3164 -1.4063
As -2.9673 -2.7237 0.3126
C -3.2480 -4.6315 -0.1417
C -1.4063 -3.0235 1.4498
C -0.1227 -2.8183 1.1636
As 0.6155 -1.8217 -0.3486
C 1.8239 -3.2343 -0.9874
C 0.9868 -3.3134 2.0634
O 1.3578 -4.4568 1.9663
O 1.6542 -2.4388 2.8063
C 1.0783 -1.1389 3.0624
C -1.7465 -3.4840 2.8220
O -0.9974 -3.5325 3.7647
O -3.0430 -3.8568 2.9188
C -3.4666 -4.2129 4.2313
C -3.1083 -2.4360 -2.5238
O -3.1383 -3.3873 -3.2615
O -4.0693 -1.5019 -2.6110
C -3.8776 -0.2210 -1.9853
H -1.7519 0.1294 -5.3395
H -0.8139 -1.3687 -5.6115
H 0.0046 0.0935 -4.9819
H -3.9078 -4.6926 -1.0068
H -3.7193 -5.1189 0.7096
H -2.3048 -5.1221 -0.3764
H 1.2856 -4.1597 -1.1798
H 2.5714 -3.3999 -0.2119
H 2.2984 -2.8776 -1.8978
H 1.8111 -0.5929 3.6518
H 0.1406 -1.2605 3.6029
H 0.9149 -0.5848 2.1371
H -4.5195 -4.4679 4.1449
H -3.3327 -3.3733 4.9124
H -2.8946 -5.0619 4.6035
H -4.8582 0.2477 -1.9751
H -3.1883 0.3753 -2.5789
H -3.5068 -0.3074 -0.9654
C -0.5311 1.7674 4.9976
C -1.7600 1.0613 4.4275
C -1.7342 0.9529 2.9357
N -2.0240 -0.1257 2.2946
N -1.9045 0.0025 0.9302
C -1.5206 1.1976 0.5713
N -1.3634 1.5978 -0.7168
S -1.2523 2.2706 1.9091
H -0.5657 1.7799 6.0881
H -0.4757 2.8039 4.6565
H 0.4011 1.2860 4.6969
H -2.6706 1.5869 4.7334
H -1.8364 0.0406 4.8084
H -1.1343 0.8494 -1.3569
H -0.7675 2.4199 -0.8362
C 1.7191 5.7649 -0.3298
C 0.5110 4.9031 -0.6879
O 0.5824 3.6103 -0.2479
C -0.7394 5.5258 -0.0219
F -1.8648 4.8336 -0.2757
F -0.5910 5.5478 1.3124
F -0.9767 6.8038 -0.4013
C 0.3414 4.9038 -2.2291
F 1.4389 4.4302 -2.8192
F -0.6948 4.1487 -2.6331
F 0.1308 6.1458 -2.7385
H 1.8505 5.7525 0.7508
H 1.5950 6.7934 -0.6708
H 2.6084 5.3286 -0.7790
*
```

Computed properties:
- HOMO-LUMO gap: 5.40 eV
- LUMO energy: 3.83 eV
- HOMO: -0.058 hartree

***

Here is how they stack up, most stable first: model Q, model P.

***

Model P:
Computed, not measured: a molecular structure, C6H10OS, with ωB97M-V/def2-TZVPD.

```
! wB97M-V def2-TZVPD RIJCOSX def2/J DEFGRID3
* xyz 0 1
C -1.5306 1.4194 -0.0178
C -0.7002 0.1667 -0.1101
C 0.4454 0.3047 0.8233
C 1.3006 -1.0080 0.8422
C 1.3451 -1.0661 -0.7401
C 0.5114 0.2018 -1.0902
H -2.0756 1.6672 -1.0480
H -2.2558 1.2128 0.9062
H -0.8482 2.2789 0.1172
H -2.6646 -0.8497 0.7471
H 0.3167 0.9081 1.7659
H 2.2153 -0.8539 1.3086
H 0.6986 -1.7755 1.3693
H 0.8689 -2.0012 -1.1754
H 2.3613 -0.9225 -1.1318
H 0.6937 0.4033 -2.1325
O 1.1343 1.0577 -0.2331
S -1.8163 -1.1438 -0.2009
*
```

Computed properties:
- HOMO-LUMO gap: 9.96 eV
- LUMO energy: 0.80 eV
- HOMO: -0.336 hartree

***

Model Q:
Computed, not measured: a single C6H10OS molecule, with ωB97M-V/def2-TZVPD.

```
! wB97M-V def2-TZVPD RIJCOSX def2/J DEFGRID3
* xyz 0 1
C -2.3138 0.0166 0.6494
C -0.9513 -0.1034 0.0430
C -0.1838 1.0495 -0.6858
C 1.3575 0.6941 -0.7508
C 1.4821 -0.3415 0.4317
C 0.1156 -1.0602 0.5679
H -2.8812 0.0931 -0.3195
H -2.3816 0.7704 1.4964
H -2.6179 -1.0099 1.0488
H -0.3195 1.9836 -0.1143
H -0.6967 1.2334 -1.5985
H 1.8470 1.7028 -0.5818
H 1.6074 0.2942 -1.6856
H 1.6257 0.1648 1.3609
H 2.6514 -1.2883 -0.7765
H -0.2379 -1.5256 1.5025
O 2.6374 -1.0551 0.3321
S -0.7403 -1.6187 -0.9198
*
```

Computed properties:
- HOMO-LUMO gap: 9.56 eV
- LUMO energy: 0.78 eV
- HOMO: -0.323 hartree

***

Here is how they stack up, most stable first: model Q, model P.

***

Model P:
Computed, not measured: 5 unconnected molecules or ions with the total composition C6H10OS, with ωB97M-V/def2-TZVPD.

```
! wB97M-V def2-TZVPD RIJCOSX def2/J DEFGRID3
* xyz 0 1
C 0.0470 -1.4119 -0.7056
C -0.0003 -0.5610 0.5827
C -1.1761 0.5227 0.4218
C -0.4558 1.5181 -0.5257
C 0.8531 1.4529 -0.4662
C 1.3577 0.3179 0.5739
H -1.3225 -1.4519 -1.5999
H 1.1301 -0.9496 -1.5904
H 0.3962 -2.7270 -0.1900
H -0.0882 -1.0832 1.5052
H -1.2626 1.0271 1.3640
H -3.5377 0.2024 1.4622
H -1.0107 2.3838 -0.8821
H 1.5592 2.0268 -1.2215
H 1.5538 0.7789 1.5120
H 2.5157 -1.3378 0.1446
O 2.2656 -0.4908 -0.1771
S -2.8243 -0.2175 -0.2080
*
```

Computed properties:
- HOMO-LUMO gap: 8.53 eV
- LUMO energy: -0.44 eV
- HOMO: -0.330 hartree

***

Model Q:
Computed, not measured: a single C6H10OS molecule, with ωB97M-V/def2-TZVPD.

```
! wB97M-V def2-TZVPD RIJCOSX def2/J DEFGRID3
* xyz 0 1
C -1.0858 1.6570 -0.3047
C -0.6878 0.2490 0.2092
C -0.7193 -0.8017 -0.8963
C 0.7954 -1.0241 -1.3534
C 1.5790 -0.4661 -0.4460
C 0.8497 0.2319 0.7607
H -2.0555 1.7133 -0.8395
H -0.4239 1.9571 -1.1765
H -0.9369 2.5294 0.4631
H -0.8010 -1.1750 2.0583
H -1.2877 -1.6930 -0.4970
H -1.4802 -0.3552 -1.5119
H 1.0789 -1.7164 -2.2868
H 2.7482 -0.5085 -0.1690
H 1.1749 1.3452 0.7946
H 1.5817 -1.4176 1.5927
O 1.3463 -0.4863 1.9642
S -1.6759 -0.0389 1.6382
*
```

Computed properties:
- HOMO-LUMO gap: 9.37 eV
- LUMO energy: 0.67 eV
- HOMO: -0.319 hartree

***

Here is how they stack up, most stable first: model Q, model P.